1.
{
  "formula": "C2H6S2",
  "method": "ωB97M-V/def2-TZVPD",
  "fmax_ha_per_bohr": 0.151,
  "lumo_energy_ev": 0.5,
  "gap_ha": 0.349,
  "symbols": ["C", "C", "H", "H", "H", "H", "H", "H", "S", "S"],
  "positions_angstrom": [[0.93772, 0.04520, -0.11549], [-0.61520, 0.06649, 0.12640], [0.78230, -1.31007, 1.99718], [0.84092, -0.64779, -1.04701], [1.20171, 0.97021, -0.76367], [-0.81704, 0.89525, 0.94802], [-0.92097, -0.89222, 0.65181], [-1.70475, 1.32316, -1.59901], [1.77012, -0.27027, 1.27045], [-1.47480, -0.17996, -1.46868]],
  "atomic_forces_ev_per_a": [[-4.4057, 0.3051, -6.4041], [0.2948, -0.1836, 2.3000], [2.1124, 2.3174, -1.8834], [1.5344, 0.0300, 1.7714], [-0.0071, -0.8826, 1.9249], [-0.4287, -1.2673, -2.2325], [0.7462, 0.9795, -0.3421], [0.3063, -3.1084, -0.2231], [0.6865, -2.6398, 4.6025], [-0.8391, 4.4497, 0.4864]]
}



2.
{
  "formula": "C2H6S2",
  "method": "ωB97M-V/def2-TZVPD",
  "fmax_ha_per_bohr": 0.044,
  "lumo_energy_ev": 0.4,
  "gap_ha": 0.315,
  "symbols": ["C", "C", "S", "S", "H", "H", "H", "H", "H", "H"],
  "positions_angstrom": [[0.68447, 1.40980, 2.00357], [0.49254, 1.37298, 0.44071], [0.63100, -0.40884, -0.20273], [-1.18230, -0.98435, -1.11452], [1.62910, 1.88409, 2.35909], [0.62578, 0.47884, 2.59350], [-0.11466, 1.84563, 2.51095], [1.24949, 1.86600, -0.13024], [-0.44396, 1.88849, 0.16992], [-1.18694, -2.36865, -1.09282]],
  "atomic_forces_ev_per_a": [[1.5358, -0.7180, -0.1137], [-1.0995, -1.2880, 1.2263], [0.2707, 0.1958, 0.0724], [-0.5317, 0.0372, -0.3010], [-0.6718, -0.1370, -0.5996], [0.5082, -0.4683, -1.1894], [-1.4520, 1.7249, 0.3202], [0.6952, 0.2836, 0.0234], [0.1790, -0.6657, 0.0066], [0.5661, 1.0355, 0.5547]]
}



3.
{
  "formula": "C2H7AgO2",
  "method": "ωB97M-V/def2-TZVPD",
  "total_charge": -1,
  "fmax_ha_per_bohr": 0.110,
  "spin_multiplicity": 2,
  "lumo_energy_ev": [4.2, 4.0],
  "gap_ha": [0.208, 0.307],
  "symbols": ["C", "H", "H", "H", "O", "Ag", "H", "O", "C", "H", "H", "H"],
  "positions_angstrom": [[-4.21922, 5.01152, -2.88878], [-3.20490, 5.34411, -3.18337], [-4.79022, 4.69015, -3.77974], [-4.68234, 5.98399, -2.63005], [-4.29022, 4.17201, -1.58503], [-5.45156, 4.04973, -0.01406], [-3.88790, 2.87670, -2.16255], [-3.71752, 2.35979, -3.11607], [-4.85374, 1.60148, -3.43802], [-4.52458, 0.63444, -3.84295], [-5.48064, 1.39095, -2.55191], [-5.49181, 2.11409, -4.17950]],
  "atomic_forces_ev_per_a": [[-0.8024, 0.6695, 2.7043], [-0.1065, -0.9960, 0.2564], [0.3912, -0.7139, 0.6427], [-0.0666, -0.2949, 0.0823], [2.0702, 1.5648, -4.9984], [-1.6198, -0.0262, 2.0205], [0.0112, 0.0861, -2.2387], [-0.1015, -0.3554, 1.4595], [0.3262, 0.1144, 0.4346], [-0.2317, 0.0082, -0.1450], [0.0869, 0.0678, -0.2338], [0.0430, -0.1245, 0.0155]]
}



4.
{
  "formula": "C2H7Br2N2",
  "method": "ωB97M-V/def2-TZVPD",
  "total_charge": 1,
  "fmax_ha_per_bohr": 0.153,
  "lumo_energy_ev": -5.6,
  "gap_ha": 0.309,
  "symbols": ["C", "C", "N", "N", "Br", "Br", "H", "H", "H", "H", "H", "H", "H"],
  "positions_angstrom": [[0.28259, -0.07524, 0.96850], [-0.97934, -0.16919, -0.03621], [-0.23518, 0.10854, 2.29342], [-0.13817, 0.05046, -2.03078], [-2.23469, 1.34435, 0.10614], [-1.79851, -1.81934, -0.10524], [1.00528, 0.75975, 0.79430], [0.78335, -0.96870, 0.94970], [-0.85196, 0.80315, 2.50060], [-0.53837, -0.74741, 2.57922], [-0.12882, 1.13038, -2.09746], [0.70900, -0.36412, -2.00799], [-0.99455, -0.27560, -2.53570]],
  "atomic_forces_ev_per_a": [[-1.6520, 3.6675, -0.0836], [1.1018, 1.5625, 0.0612], [2.8926, -0.9903, -1.7945], [-6.0767, 4.6494, 1.8743], [1.1354, -1.1365, -0.5018], [-0.0601, -0.1820, -0.1459], [-0.8802, -0.5517, -0.7483], [1.2216, -2.2535, -0.3268], [-1.7858, 2.4843, 0.3396], [-1.2223, -2.5696, 1.6865], [0.4113, -2.4673, 0.0185], [3.1279, -1.9881, -0.5883], [1.7865, -0.2247, 0.2091]]
}



5.
{
  "formula": "C2H7Br2N3",
  "method": "ωB97M-V/def2-TZVPD",
  "total_charge": 2,
  "fmax_ha_per_bohr": 0.105,
  "lumo_energy_ev": -9.6,
  "gap_ha": 0.340,
  "symbols": ["C", "C", "N", "N", "N", "Br", "Br", "H", "H", "H", "H", "H", "H", "H"],
  "positions_angstrom": [[1.14606, -0.33599, 0.21042], [-0.48152, 0.55260, -2.00998], [0.13607, 0.93182, -0.95851], [0.28463, -0.39490, 1.42742], [-1.04409, -0.72512, 1.04009], [2.81043, 0.45943, 0.50452], [-1.18735, 1.71523, -3.26310], [1.02696, -1.31745, -0.36847], [-0.76234, -0.54088, -2.28678], [0.13314, 1.74552, -0.41898], [0.91227, -1.09493, 1.91320], [0.33180, 0.59910, 1.75241], [-1.78894, -0.07887, 1.06359], [-1.51712, -1.51556, 1.39417]],
  "atomic_forces_ev_per_a": [[-1.4764, 0.7395, -3.5893], [-1.2050, -0.6407, -0.9098], [1.4933, -4.9475, 1.4746], [0.0277, 1.1636, -1.2739], [0.5278, -1.2513, -0.9893], [-0.6778, -0.4862, -0.1305], [0.1946, -0.1287, 0.5305], [0.4732, 1.5600, 0.6689], [1.2702, 1.7176, 0.7868], [0.0551, 2.3382, -0.2174], [-1.6423, 0.5850, 1.0965], [0.0788, -1.1338, 1.1293], [0.1055, 2.3412, 0.3421], [0.7752, -1.8569, 1.0815]]
}



6.
{
  "formula": "C2H7Br2N5O2Pt",
  "method": "ωB97M-V/def2-TZVPD",
  "total_charge": 2,
  "fmax_ha_per_bohr": 0.012,
  "lumo_energy_ev": -8.6,
  "gap_ha": 0.336,
  "symbols": ["Pt", "N", "N", "C", "N", "N", "N", "O", "O", "H", "H", "H", "H", "H", "Br", "C", "Br", "H", "H"],
  "positions_angstrom": [[-0.47910, 0.88330, -0.19752], [-0.47714, -0.42461, -1.76785], [0.19824, -1.61216, -1.42050], [0.72556, -1.73548, -0.18075], [1.34901, -2.84840, 0.11985], [0.52921, -0.65238, 0.60704], [1.02656, -0.62668, 1.94740], [0.79176, 0.38274, 2.54524], [1.62150, -1.58921, 2.35417], [-1.44029, -0.65151, -2.02627], [-0.00896, 0.00345, -2.57003], [0.26413, -2.33747, -2.12063], [1.43999, -3.60082, -0.54687], [1.74826, -2.95466, 1.04297], [-0.54586, 2.56410, 1.65179], [-1.53523, 3.77586, 0.50789], [-1.72089, 2.79305, -1.16769], [-0.96057, 4.67414, 0.31376], [-2.52620, 3.95674, 0.90801]],
  "atomic_forces_ev_per_a": [[-0.0541, 0.4733, 0.4264], [-0.0456, -0.0340, -0.1608], [-0.0408, 0.0707, -0.0224], [0.0384, -0.0199, 0.0771], [-0.0041, 0.0619, 0.0641], [0.1203, -0.1340, 0.1560], [0.0557, -0.2810, -0.1924], [-0.0033, 0.1008, 0.1128], [-0.0455, 0.0649, -0.0414], [0.0160, -0.0179, -0.0414], [-0.0187, -0.0338, -0.0282], [0.0145, -0.0181, 0.0164], [-0.0085, 0.0100, -0.0105], [0.0179, -0.0266, 0.0152], [0.0050, -0.2661, -0.3072], [-0.0283, 0.0628, 0.0010], [-0.0396, -0.0233, -0.1313], [0.0111, 0.0054, 0.0331], [0.0096, 0.0048, 0.0336]]
}



7.
{
  "formula": "C2H7Br2N5O2Pt",
  "method": "ωB97M-V/def2-TZVPD",
  "total_charge": 2,
  "fmax_ha_per_bohr": 0.017,
  "lumo_energy_ev": [-9.4, -9.4],
  "gap_ha": [0.293, 0.293],
  "symbols": ["Pt", "N", "N", "C", "N", "N", "N", "O", "O", "H", "H", "H", "H", "H", "Br", "C", "Br", "H", "H"],
  "positions_angstrom": [[-0.35132, -0.07219, 0.56648], [-0.98622, 1.33786, -0.80289], [-1.64873, 2.39069, -0.10956], [-1.57015, 2.43811, 1.24424], [-2.08781, 3.42955, 1.92145], [-0.89206, 1.38719, 1.74501], [-0.60861, 1.17211, 3.10192], [-0.94136, 1.99036, 3.89804], [-0.01707, 0.12684, 3.25291], [-0.20776, 1.73157, -1.34107], [-1.64373, 0.89753, -1.45135], [-2.11101, 3.09964, -0.66454], [-2.55108, 4.19619, 1.45346], [-1.99969, 3.44701, 2.93159], [0.80662, -2.15841, -0.29651], [-0.08572, -3.20061, 1.13723], [-1.68337, -2.25275, 1.67884], [0.60910, -3.23453, 1.97050], [-0.34547, -4.17352, 0.73103]],
  "atomic_forces_ev_per_a": [[-0.1207, -0.3803, 0.7768], [0.3091, 0.3762, -0.3283], [-0.0592, -0.0809, 0.0496], [0.2954, -0.1087, -0.1688], [-0.0340, 0.0192, -0.0186], [-0.4973, 0.0903, -0.4198], [0.2015, -0.2749, -0.6286], [-0.1107, 0.1837, 0.4635], [0.0307, 0.1117, 0.3414], [-0.1196, -0.0194, -0.0069], [0.0233, 0.0353, 0.0759], [0.0551, 0.0007, 0.0412], [0.0084, 0.0205, 0.0699], [-0.0222, -0.0003, -0.0651], [-0.4251, 0.0415, 0.0154], [0.0640, 0.0298, -0.1426], [0.4249, -0.0872, 0.0106], [-0.0496, -0.0314, -0.0736], [0.0262, 0.0741, 0.0081]]
}



8.
{
  "formula": "C2H7ClN2",
  "method": "ωB97M-V/def2-TZVPD",
  "fmax_ha_per_bohr": 0.107,
  "lumo_energy_ev": 0.1,
  "gap_ha": 0.361,
  "symbols": ["C", "C", "N", "N", "Cl", "H", "H", "H", "H", "H", "H", "H"],
  "positions_angstrom": [[0.72885, 0.00020, 1.50819], [1.06058, 0.44499, 0.09472], [-0.67782, -0.25274, -1.26757], [-0.10100, 0.66899, -0.81438], [-3.61532, -0.03337, -1.82570], [1.59815, -0.23909, 1.96870], [0.08658, 0.66085, 1.95347], [0.15515, -1.00283, 1.41892], [1.56710, 1.35853, 0.05577], [1.75076, -0.18195, -0.39666], [-0.36612, -1.28218, -1.06227], [-2.18692, -0.14140, -1.63318]],
  "atomic_forces_ev_per_a": [[-2.4828, -3.0865, -3.7867], [-0.7309, 0.0964, -0.4452], [-1.9441, -4.1170, -1.3743], [1.6570, 2.3093, 2.1357], [1.3844, -0.1612, 0.2317], [2.5435, -0.2680, 1.8808], [-1.2032, 1.7495, 1.5443], [0.7682, 1.4517, 0.2344], [0.6112, 1.7022, 0.4615], [0.6326, -1.5203, -0.5905], [0.1184, 1.5898, 0.1324], [-1.3542, 0.2540, -0.4240]]
}



9.
{
  "formula": "C2H7ClNO12P2Ti",
  "method": "ωB97M-V/def2-TZVPD",
  "fmax_ha_per_bohr": 0.010,
  "spin_multiplicity": 2,
  "lumo_energy_ev": [-0.2, -0.1],
  "gap_ha": [0.325, 0.397],
  "symbols": ["Ti", "O", "P", "O", "O", "O", "P", "O", "O", "O", "H", "H", "O", "Cl", "O", "O", "O", "C", "C", "N", "O", "H", "H", "H", "H", "H"],
  "positions_angstrom": [[-0.32536, -0.06618, 0.41223], [2.86760, -2.20823, -0.53317], [1.76485, -1.45373, 0.28340], [1.70286, 0.04497, 0.01127], [0.35171, -1.92475, -0.03767], [2.11918, -1.73502, 1.79043], [1.02637, -1.34305, 2.99852], [0.24846, -2.71113, 3.18724], [1.74210, -0.90635, 4.18078], [0.05575, -0.39365, 2.26226], [3.61882, -2.52428, -0.01684], [-0.46274, -2.82957, 2.54248], [-2.87982, -2.03216, 0.96794], [-2.96116, -0.75409, 0.35634], [-4.25915, -0.39678, -0.04533], [-2.36621, 0.25743, 1.24891], [-2.01794, -0.71450, -0.79682], [0.27282, 1.53212, -2.70242], [-0.17937, 2.36230, -1.54262], [-0.29891, 3.67861, -1.69965], [-0.43888, 1.84370, -0.44475], [0.45725, 2.11745, -3.59964], [-0.49451, 0.78366, -2.90698], [1.18373, 1.01046, -2.40567], [-0.11436, 4.11842, -2.58268], [-0.61313, 4.24435, -0.92753]],
  "atomic_forces_ev_per_a": [[-0.2055, 0.4618, 0.1217], [0.0279, -0.0072, -0.0559], [0.3061, 0.0210, 0.0014], [0.0085, -0.0252, -0.1210], [-0.0417, -0.2394, -0.1162], [0.1055, -0.1049, 0.0866], [0.0647, -0.1410, -0.0734], [-0.0180, 0.0836, 0.0033], [0.0172, 0.0088, 0.0059], [-0.0710, 0.2995, 0.0975], [-0.0245, -0.0042, 0.0394], [-0.0002, -0.0347, -0.0117], [-0.2151, -0.0048, -0.0128], [0.2603, -0.0795, 0.0120], [-0.1467, 0.0413, -0.0585], [-0.0043, -0.0211, 0.0841], [0.0464, 0.0772, -0.1370], [-0.0202, -0.0032, 0.0142], [0.0361, -0.0780, 0.0318], [-0.0180, 0.0215, -0.0208], [-0.1265, -0.2348, 0.0818], [-0.0010, 0.0001, -0.0010], [0.0034, 0.0027, -0.0041], [-0.0016, 0.0075, 0.0035], [0.0142, -0.0115, 0.0004], [0.0042, -0.0353, 0.0287]]
}



10.
{
  "formula": "C2H7ClNOPS",
  "method": "ωB97M-V/def2-TZVPD",
  "fmax_ha_per_bohr": 0.069,
  "lumo_energy_ev": 0.5,
  "gap_ha": 0.346,
  "symbols": ["C", "C", "N", "O", "P", "S", "Cl", "H", "H", "H", "H", "H", "H", "H"],
  "positions_angstrom": [[1.22471, 1.75548, -1.22182], [-0.49277, -2.13316, 1.17235], [0.51538, 1.89735, 0.04003], [-1.33320, -3.17097, 0.78971], [-0.68767, 0.87535, 0.59232], [-0.02342, -0.92212, -0.23127], [-2.31124, 1.41411, -0.50884], [1.54149, 0.74951, -1.23087], [0.66983, 2.19353, -1.97610], [2.10144, 2.32198, -1.03971], [0.56833, -2.60091, 1.37943], [-1.22707, -3.68576, 0.00078], [-0.92546, -1.49824, 1.95216], [0.37964, 2.80384, 0.28184]],
  "atomic_forces_ev_per_a": [[0.4557, 0.4755, 2.7321], [2.9650, -0.9820, -1.6629], [0.0574, -3.3358, -0.3848], [-1.5706, 0.8105, 1.6144], [0.6538, -0.0423, 1.2909], [-0.3449, -0.7750, 0.2486], [-1.0207, 0.1827, -0.9060], [0.1138, -1.1219, -1.0727], [-0.9530, 0.1458, -2.1624], [1.1513, 0.6672, -0.4258], [-2.0355, 1.1996, 0.2803], [0.9651, 0.2792, -0.6848], [0.0845, -0.6717, 0.0181], [-0.5220, 3.1681, 1.1151]]
}